Record 1
This record from the OMol25 dataset describes C10H35HgO10 as an isolated structure at a distorted geometry. The level of theory is ωB97M-V/def2-TZVPD.

Structure (XYZ):
```
56
Properties=species:S:1:pos:R:3:lowdin_spin:R:1
Hg -3.95 0.46 1.56 0.55
C 0.05 0.18 0.06 0.01
C -1.30 0.36 0.75 0.02
O -1.78 -0.60 1.37 0.16
O -1.91 1.42 0.60 0.08
H -0.04 0.23 -1.03 0.00
H 0.53 -0.77 0.30 0.00
H 0.76 0.92 0.45 0.00
C 0.05 3.55 -1.08 0.00
O -0.32 3.77 0.28 0.00
H 0.71 4.37 -1.37 0.00
H 0.63 2.65 -1.30 0.00
H -0.78 3.61 -1.78 0.00
H -0.97 3.08 0.46 0.00
C 1.37 0.93 3.22 0.00
O 2.49 1.48 3.91 0.00
H 0.85 0.17 3.80 0.00
H 0.64 1.70 2.98 0.00
H 1.70 0.44 2.31 0.00
H 3.15 0.81 4.08 0.00
C 3.31 0.15 -2.95 0.00
O 2.62 1.21 -2.34 0.00
H 3.06 -0.76 -2.40 0.00
H 3.05 -0.03 -4.00 0.00
H 4.37 0.35 -2.80 0.00
H 2.76 1.12 -1.39 0.00
C 4.15 -0.33 0.61 0.00
O 3.55 0.90 0.21 0.00
H 3.91 -1.18 -0.04 0.00
H 5.22 -0.16 0.48 0.00
H 3.85 -0.57 1.63 0.00
H 4.02 1.58 0.71 0.00
C -4.43 3.86 0.56 0.01
O -4.80 2.70 1.31 0.14
H -4.98 3.94 -0.38 0.00
H -4.48 4.79 1.11 0.00
H -3.38 3.69 0.28 0.00
H -5.59 2.92 1.81 0.01
C 0.45 -3.13 2.85 0.00
O -0.84 -2.96 2.24 0.00
H 0.46 -2.59 3.80 0.00
H 0.55 -4.18 3.12 0.00
H 1.28 -2.68 2.31 0.00
H -0.95 -2.08 1.88 0.00
C 0.44 -2.18 -3.43 0.00
O -0.95 -2.52 -3.61 0.00
H 0.78 -1.35 -4.05 0.00
H 0.71 -2.06 -2.38 0.00
H 0.97 -3.11 -3.66 0.00
H -1.08 -2.80 -4.52 0.00
C -3.08 -3.31 -1.20 0.00
O -4.12 -3.66 -0.31 0.00
H -2.43 -4.15 -1.42 0.00
H -3.44 -3.11 -2.21 0.00
H -2.47 -2.50 -0.79 0.00
H -4.35 -4.56 -0.57 0.00
```

Calculated total energy, a.u.: -1307.63809
Frontier orbital gap (spin up / spin down), eV: 8.7 / 7.5
Energy above the lowest of the compared OMol25 structures with the same formula, charge and spin, kcal/mol: 0.0
LUMO level (spin up / spin down), eV: 0.479 / -1.868
Spin multiplicity: 2

Record 2
This record from the OMol25 dataset describes a 8-piece molecular cluster, C10H36N12O8 overall at a distorted geometry. The level of theory is ωB97M-V/def2-TZVPD.

Structure (XYZ):
```
66
Properties=species:S:1:pos:R:3:nbo_charge:R:1
N -4.15 19.89 -12.89 -0.83
C -3.10 20.51 -13.51 0.79
N -1.88 20.36 -12.90 -0.84
O -3.23 21.22 -14.51 -0.69
H -5.07 20.13 -13.19 0.41
H -4.01 19.52 -11.97 0.40
H -1.15 20.78 -13.45 0.41
H -1.68 19.56 -12.32 0.39
N -10.57 20.01 -18.10 -0.84
C -9.63 20.80 -18.70 0.80
N -10.01 22.07 -18.97 -0.83
O -8.48 20.41 -18.93 -0.73
H -10.38 19.04 -17.99 0.41
H -11.50 20.39 -18.06 0.39
H -10.95 22.38 -18.80 0.39
H -9.37 22.79 -19.28 0.45
N -8.53 19.75 -12.12 -0.86
C -7.77 19.75 -10.97 0.77
N -7.67 20.99 -10.35 -0.86
O -7.26 18.75 -10.49 -0.65
H -8.90 18.85 -12.41 0.43
H -9.08 20.58 -12.25 0.37
H -8.30 21.72 -10.64 0.38
H -7.24 21.04 -9.45 0.41
N -5.18 25.24 -15.60 -0.87
C -6.24 25.86 -14.99 0.77
N -6.61 25.35 -13.78 -0.85
O -6.78 26.85 -15.47 -0.68
H -4.88 24.41 -15.10 0.42
H -4.75 25.80 -16.30 0.40
H -7.44 25.70 -13.34 0.40
H -6.25 24.45 -13.49 0.40
N -5.16 24.08 -18.64 -0.84
C -6.32 23.47 -19.03 0.78
N -6.23 22.13 -19.25 -0.87
O -7.40 24.05 -19.10 -0.70
H -5.11 25.00 -18.27 0.41
H -4.33 23.52 -18.65 0.38
H -7.10 21.62 -19.30 0.43
H -5.35 21.65 -19.16 0.38
N -6.17 18.78 -18.74 -0.87
C -6.30 17.61 -18.06 0.78
N -7.43 17.57 -17.26 -0.87
O -5.53 16.67 -18.10 -0.66
H -5.42 18.89 -19.40 0.40
H -6.96 19.43 -18.68 0.42
H -7.52 16.80 -16.63 0.40
H -8.06 18.35 -17.22 0.38
C -6.92 20.66 -15.84 -0.64
C -6.13 21.96 -15.96 -0.07
O -5.71 22.42 -14.68 -0.79
H -7.51 20.49 -16.74 0.20
H -7.56 20.63 -14.96 0.21
H -6.23 19.82 -15.74 0.21
H -6.74 22.76 -16.37 0.19
H -5.26 21.78 -16.60 0.17
H -4.90 21.95 -14.41 0.49
C -11.54 17.97 -15.55 -0.64
C -10.41 18.53 -14.71 -0.07
O -9.77 17.56 -13.88 -0.73
H -11.82 18.65 -16.34 0.20
H -12.44 17.75 -14.98 0.22
H -11.22 17.05 -16.05 0.21
H -10.73 19.28 -13.99 0.18
H -9.69 19.06 -15.35 0.16
H -9.43 16.86 -14.45 0.47
```

Calculated total energy, a.u.: -1661.85601
Frontier orbital gap, eV: 9.6
Energy above the lowest of the compared OMol25 structures with the same formula, charge and spin, kcal/mol: 5.6
LUMO level, eV: 0.159
Spin multiplicity: 1
SMILES: NC(N)=O.NC(N)=O.NC(N)=O.NC(N)=O.NC(N)=O.NC(N)=O.CCO.CCO